1.
This record from the Open Molecules 2025 dataset describes a molecular structure, C35H24BaBrN10O8S in a non-equilibrium geometry. The level of theory is ωB97M-V with the def2-TZVPD basis set.

```
! RIJCOSX wB97M-V def2-TZVPD def2/J DEFGRID3
* xyz -1 1
Ba -0.190 -1.125 0.766
C 3.911 -0.835 2.962
C 2.510 -1.171 2.623
N 2.145 -0.601 1.379
C 3.103 -0.641 0.423
C 4.422 -0.808 0.711
N 4.831 -0.744 2.051
C 2.629 -0.391 -1.000
C 3.451 0.153 -1.979
C 2.975 0.355 -3.261
C 1.671 -0.028 -3.539
C 0.898 -0.572 -2.530
N 1.362 -0.728 -1.282
C -0.510 -1.064 -2.795
C -1.361 -0.418 -3.677
N -2.584 -0.872 -3.952
C -2.959 -1.985 -3.309
C -2.119 -2.626 -2.416
N -0.891 -2.173 -2.156
C 3.863 0.984 -4.316
C 3.495 1.066 -5.648
C 4.346 1.666 -6.567
N 5.542 2.189 -6.254
C 5.891 2.102 -4.961
C 5.097 1.521 -3.982
H 4.180 -0.631 4.003
H 1.836 -0.833 3.400
H 5.188 -0.894 -0.059
H 4.459 0.423 -1.694
H 1.241 0.080 -4.527
H -1.052 0.510 -4.158
H -3.956 -2.367 -3.502
H -2.439 -3.525 -1.895
H 2.551 0.664 -6.002
H 4.047 1.729 -7.611
H 6.858 2.521 -4.687
H 5.459 1.509 -2.960
O 2.328 -2.711 2.599
S 0.859 -3.233 2.319
O 0.775 -4.506 2.965
O -0.058 -2.204 2.878
O 0.691 -3.281 0.853
O -6.426 -0.250 -0.956
C -6.246 -1.419 -0.387
O -7.152 -2.221 -0.271
C -4.887 -1.787 0.157
C -4.749 -2.966 0.827
N -3.461 -3.079 1.182
N -2.703 -2.039 0.784
C -3.560 -1.221 0.152
C -2.985 0.068 -0.474
O -3.799 0.872 -0.978
O -1.728 0.186 -0.437
H -5.550 0.295 -1.004
H -5.496 -3.713 1.070
H -3.020 -3.824 1.687
Br -6.769 0.085 4.721
C -5.010 0.464 4.123
C -4.050 -0.537 4.140
C -2.767 -0.270 3.673
C -2.443 1.002 3.213
C -3.408 1.996 3.218
C -4.702 1.731 3.664
N -1.132 1.258 2.647
C -0.460 2.225 3.077
C 0.843 2.596 2.413
C 1.730 3.411 3.080
C 2.944 3.711 2.473
C 3.202 3.194 1.220
C 2.232 2.403 0.616
N 1.066 2.099 1.193
H -4.300 -1.524 4.507
H -2.005 -1.052 3.681
H -3.162 2.977 2.817
H -5.462 2.504 3.640
H -0.772 2.807 3.947
H 1.481 3.790 4.068
H 3.673 4.337 2.976
H 4.136 3.393 0.708
H 2.403 1.992 -0.381
*
```

Summary:
DFT total energy, eV: -149542.0905
LUMO level, eV: 1.392
Orbital gap, eV: 6.33

Results of the Löwdin charge analysis, in e, for atoms 1 through 4: 2.11, -0.11, -0.36, -0.14


2.
This record from the Open Molecules 2025 dataset describes a molecular structure, C35H25BrGaN5O2S4 in a non-equilibrium geometry. The level of theory is ωB97M-V with the def2-TZVPD basis set.

```
! RIJCOSX wB97M-V def2-TZVPD def2/J DEFGRID3
* xyz 2 1
Ga 0.179 0.164 -0.591
O -3.010 1.008 -3.484
C -3.579 -0.204 -3.331
C -4.748 -0.376 -4.079
C -5.344 -1.602 -4.092
C -4.827 -2.677 -3.385
C -3.732 -2.503 -2.589
C -3.106 -1.208 -2.497
C -1.907 -1.066 -1.724
O -1.179 0.051 -1.863
N -1.607 -1.907 -0.822
N -0.453 -1.646 -0.139
C -0.339 -2.520 0.865
S 1.112 -2.714 1.733
C 0.314 -3.820 2.945
C -0.637 -4.706 2.196
S -1.605 -3.632 1.077
H -2.179 1.040 -2.966
H -5.083 0.470 -4.624
H -6.199 -1.861 -4.763
H -5.356 -3.613 -3.522
H -3.266 -3.418 -2.146
H -0.043 -3.250 3.829
H 1.187 -4.419 3.177
H -1.384 -5.184 2.899
H -0.099 -5.507 1.615
S 6.597 0.208 2.218
C 7.675 -0.956 1.688
C 7.067 -1.921 0.942
C 5.676 -1.660 0.791
C 5.253 -0.523 1.444
C 3.888 -0.054 1.670
C 2.963 -0.203 0.631
N 1.740 0.287 0.690
C 1.351 0.947 1.849
C 2.096 1.074 2.981
C 1.650 1.797 4.116
C 0.462 2.421 3.987
C -0.383 2.365 2.831
C -1.705 2.910 2.760
C -2.395 2.860 1.545
C -1.827 1.984 0.500
N -0.650 1.444 0.612
C 0.070 1.639 1.722
C -3.661 3.484 1.297
C -4.597 3.162 0.341
C -5.791 3.838 0.453
C -5.784 4.777 1.440
S -4.305 4.740 2.347
C 3.434 0.504 2.904
H 8.715 -0.878 1.922
H 7.584 -2.787 0.614
H 4.944 -2.340 0.282
H 3.285 -0.724 -0.273
H 2.253 1.768 4.972
H 0.069 2.838 4.945
H -2.185 3.310 3.600
H -2.306 1.744 -0.454
H -4.598 2.374 -0.365
H -6.543 3.714 -0.241
H -6.608 5.440 1.590
H 4.176 0.621 3.659
Br 1.107 2.921 -1.951
C 1.948 1.381 -2.561
C 2.971 1.682 -3.536
C 3.506 0.501 -4.097
C 3.064 -0.730 -3.709
C 2.056 -0.909 -2.806
N 1.551 0.216 -2.156
H 3.325 2.706 -3.646
H 4.472 0.609 -4.623
H 3.599 -1.593 -4.154
H 1.680 -1.894 -2.489
*
```

Summary:
DFT total energy, eV: -213993.9735
LUMO level, eV: -6.229
Orbital gap, eV: 6.34

Results of the Löwdin charge analysis, in e, for atoms 1 through 4: 0.33, 0.07, -0.26, 0.01


3.
This record from the Open Molecules 2025 dataset describes a molecular structure, C35H25Cl3I2N6O3SYb. The level of theory is ωB97M-V with the def2-TZVPD basis set.

```
! RIJCOSX wB97M-V def2-TZVPD def2/J DEFGRID3
* xyz 1 2
Yb -0.372 0.197 0.395
I -0.263 -2.932 7.433
C -0.184 -1.698 5.770
C 0.897 -0.843 5.590
C 0.942 -0.030 4.469
I 2.535 1.297 4.301
C -0.059 -0.064 3.487
O 0.014 0.687 2.387
C -1.164 -0.897 3.715
C -2.359 -0.965 2.780
N -2.491 0.214 1.889
C -3.809 0.319 1.264
C -3.785 0.595 -0.227
C -4.978 0.588 -0.937
C -4.962 0.838 -2.296
C -3.749 1.097 -2.918
C -2.611 1.095 -2.140
N -2.623 0.855 -0.821
C -1.213 -1.705 4.849
H 1.694 -0.803 6.318
H -3.257 -1.066 3.395
H -2.321 -1.848 2.145
H -2.308 1.027 2.464
H -4.381 1.120 1.740
H -4.383 -0.593 1.436
H -5.905 0.374 -0.420
H -5.883 0.827 -2.865
H -3.681 1.289 -3.980
H -1.639 1.278 -2.583
H -2.076 -2.342 5.010
Cl -0.372 -6.817 -3.127
C -0.113 -5.303 -2.317
C 1.199 -4.857 -2.102
C 1.452 -3.667 -1.472
Cl 3.108 -3.213 -1.199
C 0.406 -2.813 -1.027
O 0.640 -1.676 -0.466
C -0.897 -3.321 -1.226
C -2.020 -2.619 -0.698
O -1.983 -1.552 -0.080
C -1.153 -4.548 -1.869
H 2.030 -5.467 -2.431
H -3.004 -3.092 -0.838
H -2.175 -4.887 -1.996
N 1.383 3.371 -2.368
C 2.204 2.375 -2.893
C 3.305 2.431 -3.741
C 3.905 1.224 -4.035
C 3.426 0.012 -3.500
C 2.334 -0.025 -2.660
C 1.721 1.188 -2.359
N 0.625 1.464 -1.526
C 0.487 2.770 -1.563
C -0.494 3.485 -0.743
C -1.039 4.709 -0.944
S -2.125 5.052 0.321
C -1.789 3.544 1.027
N -0.928 2.818 0.376
H 1.489 4.365 -2.485
H 3.676 3.364 -4.146
H 4.768 1.210 -4.688
H 3.931 -0.913 -3.750
H 1.979 -0.944 -2.220
H -0.874 5.400 -1.757
H -2.253 3.238 1.955
Cl 4.791 3.270 0.670
C 4.125 1.677 0.845
C 4.924 0.589 1.148
C 4.314 -0.643 1.279
C 2.946 -0.749 1.077
N 2.188 0.302 0.774
C 2.771 1.498 0.683
H 5.991 0.712 1.281
H 4.888 -1.527 1.522
H 2.443 -1.701 1.142
H 2.140 2.356 0.481
*
```

Summary:
DFT total energy, eV: -147918.8850
LUMO level (alpha / beta), eV: -2.769 / -2.772
Orbital gap (alpha / beta), eV: 7.08 / 7.08
⟨S²⟩: 0.7508

Results of the Löwdin charge analysis, in e, for atoms 1 through 4: 1.74, 0.89, -0.76, -0.23


4.
This record from the Open Molecules 2025 dataset describes a molecular structure, C35H25IrN7O8. The level of theory is ωB97M-V with the def2-TZVPD basis set.

```
! RIJCOSX wB97M-V def2-TZVPD def2/J DEFGRID3
* xyz 2 6
Ir 0.572 -0.970 0.612
C 1.273 -0.696 3.877
O 0.679 -1.537 2.858
C -0.098 -2.593 3.233
C -0.251 -2.997 4.541
C -1.063 -4.092 4.817
C -1.720 -4.785 3.796
C -1.573 -4.388 2.493
C -0.761 -3.278 2.178
N -0.562 -2.831 0.895
N -1.266 -3.419 -0.026
C -1.108 -3.217 -1.322
C 0.026 -2.484 -1.953
O 0.963 -1.996 -1.268
C 0.068 -2.369 -3.369
C -0.894 -2.930 -4.137
C -1.996 -3.671 -3.584
C -2.951 -4.232 -4.424
C -4.015 -4.957 -3.895
C -4.122 -5.117 -2.522
C -3.180 -4.557 -1.672
C -2.103 -3.828 -2.186
H 0.488 -0.286 4.510
H 1.771 0.103 3.340
H 1.990 -1.277 4.452
H 0.246 -2.480 5.347
H -1.185 -4.409 5.844
H -2.342 -5.635 4.039
H -2.066 -4.917 1.693
H 0.905 -1.827 -3.788
H -0.844 -2.831 -5.215
H -2.861 -4.106 -5.495
H -4.752 -5.392 -4.555
H -4.946 -5.681 -2.106
H -3.282 -4.687 -0.605
C 4.943 -1.270 0.120
C 3.620 -1.597 0.311
N 2.717 -0.658 0.630
C 3.087 0.622 0.739
C 4.387 1.046 0.497
C 5.329 0.062 0.210
C 4.781 2.457 0.615
C 4.141 3.558 0.214
C 2.889 3.750 -0.531
C 2.401 5.045 -0.680
C 1.223 5.207 -1.392
N 0.589 4.181 -1.947
C 1.156 2.990 -1.795
N 2.252 2.719 -1.102
H 5.663 -2.044 -0.104
H 3.255 -2.610 0.204
H 2.327 1.319 1.064
H 6.365 0.335 0.052
H 5.750 2.611 1.080
H 4.642 4.492 0.442
H 2.917 5.895 -0.257
H 0.781 6.188 -1.528
H 0.663 2.155 -2.282
O -0.795 0.323 -0.363
C -0.667 1.303 0.472
O 0.104 1.103 1.450
C -1.356 2.570 0.233
C -1.176 3.636 1.108
C -1.793 4.833 0.812
C -2.581 5.010 -0.311
C -2.739 3.923 -1.151
C -2.143 2.706 -0.909
N -3.567 4.070 -2.371
O -3.680 3.089 -3.074
O -4.026 5.165 -2.592
N -1.592 5.979 1.732
O -2.111 7.025 1.424
O -0.904 5.778 2.710
H -0.564 3.551 1.994
H -3.053 5.958 -0.525
H -2.274 1.894 -1.607
*
```

Summary:
DFT total energy, eV: -66326.0150
LUMO level (alpha / beta), eV: -7.111 / -9.265
Orbital gap (alpha / beta), eV: 6.80 / 4.66
⟨S²⟩: 8.8420

Results of the Löwdin charge analysis, in e, for atoms 1 through 4: 1.70, 0.00, -0.22, -0.20


5.
This record from the Open Molecules 2025 dataset describes a molecular structure, C35H26Br2Cl3N6O2SeY. The level of theory is ωB97M-V with the def2-TZVPD basis set.

```
! RIJCOSX wB97M-V def2-TZVPD def2/J DEFGRID3
* xyz 0 1
Y -0.151 0.255 0.485
C 2.462 -1.913 1.114
N 2.244 -0.741 0.250
C 3.120 0.372 0.653
C 2.791 0.819 2.054
C 3.754 1.388 2.868
C 3.405 1.759 4.156
C 2.114 1.517 4.593
C 1.213 0.944 3.712
N 1.534 0.617 2.459
C 2.504 -1.153 -1.130
C 2.112 -0.115 -2.138
C 2.716 -0.088 -3.387
C 2.347 0.891 -4.290
C 1.411 1.835 -3.899
C 0.863 1.734 -2.633
N 1.179 0.764 -1.772
C 1.237 -2.769 1.280
C 1.305 -4.141 1.129
C 0.200 -4.913 1.463
C -0.914 -4.280 1.975
C -0.911 -2.894 2.062
N 0.122 -2.140 1.685
H 3.293 -2.518 0.734
H 2.743 -1.570 2.110
H 4.177 0.083 0.590
H 2.953 1.208 -0.031
H 4.760 1.534 2.497
H 4.135 2.214 4.813
H 1.801 1.769 5.596
H 0.194 0.747 4.013
H 3.567 -1.402 -1.260
H 1.918 -2.051 -1.321
H 3.468 -0.825 -3.636
H 2.796 0.931 -5.274
H 1.112 2.640 -4.554
H 0.144 2.461 -2.288
H 2.215 -4.598 0.763
H 0.223 -5.988 1.342
H -1.788 -4.834 2.287
H -1.769 -2.371 2.462
Cl -4.178 -5.941 -1.546
C -3.083 -4.599 -1.401
C -3.446 -3.492 -0.658
C -2.553 -2.444 -0.551
Cl -2.967 -1.064 0.420
C -1.274 -2.425 -1.146
O -0.449 -1.434 -0.996
C -0.984 -3.574 -1.912
Cl 0.539 -3.660 -2.747
C -1.853 -4.642 -2.036
H -4.404 -3.445 -0.160
H -1.573 -5.501 -2.629
C -2.774 0.464 -2.461
C -2.641 1.771 -1.739
C -3.557 2.808 -2.033
C -3.420 4.035 -1.463
C -2.319 4.291 -0.614
C -2.016 5.540 -0.026
Br -3.165 7.028 -0.299
C -0.895 5.703 0.736
C -0.022 4.628 0.942
Br 1.535 4.865 1.990
C -0.249 3.368 0.412
O 0.540 2.357 0.575
C -1.450 3.209 -0.368
N -1.652 1.956 -0.888
H -2.929 0.655 -3.524
H -3.639 -0.094 -2.099
H -1.885 -0.147 -2.330
H -4.368 2.604 -2.720
H -4.125 4.827 -1.675
H -0.672 6.662 1.182
Se -2.010 1.459 2.485
C -2.267 -0.008 3.537
N -2.399 -0.939 4.213
*
```

Summary:
DFT total energy, eV: -293802.1721
LUMO level, eV: 0.124
Orbital gap, eV: 7.65

Results of the Löwdin charge analysis, in e, for atoms 1 through 4: 1.36, -0.11, -0.20, -0.11


6.
This record from the Open Molecules 2025 dataset describes a molecular structure, C35H26ClINOPPdTe in a non-equilibrium geometry. The level of theory is ωB97M-V with the def2-TZVPD basis set.

```
! RIJCOSX wB97M-V def2-TZVPD def2/J DEFGRID3
* xyz 0 1
Pd 0.745 0.502 0.253
Cl 6.431 1.134 4.474
C 4.819 1.166 3.834
C 3.765 1.198 4.728
C 2.474 1.234 4.253
I 0.800 1.308 5.521
C 2.143 1.222 2.883
O 0.960 1.354 2.482
C 3.261 1.039 1.977
N 2.971 0.814 0.685
C 3.939 0.704 -0.199
C 5.289 0.819 0.151
C 5.621 1.017 1.466
C 4.605 1.092 2.443
H 3.958 1.198 5.791
H 3.635 0.525 -1.224
H 6.041 0.745 -0.620
H 6.653 1.114 1.763
C -5.681 -2.881 0.899
C -5.479 -2.234 -0.309
C -4.286 -1.581 -0.541
C -3.286 -1.556 0.428
C -3.487 -2.216 1.636
C -4.686 -2.869 1.864
P -1.755 -0.699 -0.098
C -0.454 -1.502 0.944
C 0.281 -2.508 0.296
C 1.251 -3.220 0.981
C 1.526 -2.911 2.302
C 0.825 -1.906 2.949
C -0.168 -1.202 2.285
C -1.871 0.949 0.710
C -2.776 1.306 1.707
C -2.648 2.538 2.323
C -1.671 3.435 1.920
C -0.805 3.111 0.882
C -0.914 1.874 0.270
H -6.619 -3.380 1.087
H -6.248 -2.250 -1.067
H -4.118 -1.082 -1.486
H -2.713 -2.220 2.392
H -4.848 -3.380 2.801
H 0.025 -2.774 -0.724
H 1.778 -4.025 0.489
H 2.286 -3.464 2.833
H 1.041 -1.681 3.986
H -0.739 -0.437 2.802
H -3.539 0.602 2.014
H -3.299 2.793 3.145
H -1.559 4.385 2.424
H -0.060 3.831 0.558
C -0.776 0.410 -2.871
Te 0.681 1.789 -2.051
C 1.652 1.205 -4.043
C 0.533 0.785 -4.937
C 0.644 0.735 -6.320
C -0.438 0.354 -7.096
C -1.637 0.000 -6.501
C -1.747 0.016 -5.125
C -0.674 0.416 -4.349
H -1.772 0.696 -2.537
H -0.535 -0.584 -2.488
H 2.336 0.371 -3.865
H 2.223 2.026 -4.477
H 1.585 0.985 -6.793
H -0.346 0.334 -8.172
H -2.480 -0.291 -7.105
H -2.664 -0.278 -4.637
*
```

Summary:
DFT total energy, eV: -80937.2938
LUMO level, eV: -1.679
Orbital gap, eV: 5.15

Results of the Löwdin charge analysis, in e, for atoms 1 through 4: 0.57, 0.67, -0.63, -0.18